[1]
C18H20N4O4 as an isolated structure in a non-equilibrium geometry. Source: OMol25; level of theory: ωB97M-V/def2-TZVPD.

## Properties
**Total charge**: 0
**HOMO**: -7.9789 eV
**DFT total energy**: -1217.33892 Eh
**Frontier orbital gap**: 0.268 Ha
**ΔE to the lowest compared entry with this formula, charge and spin**: 1681.1 kJ/mol
**LUMO**: -0.0248 Eh

Last column: natural (NBO) charge in e.
Element x y z (Å)
C1 6.44527 2.59659 0.03720  -0.2415
H1 6.00486 3.32382 -0.65221  0.1614
O1 6.14992 1.37432 -0.37478  -0.4666
C2 4.75214 0.90387 -0.15618  0.2358
C3 3.74082 1.60081 0.21640  -0.2865
C4 2.36489 1.23746 0.60831  -0.1592
C5 2.00233 -0.11368 0.41014  -0.1151
C6 3.05198 -0.82778 -0.38390  -0.2966
C7 4.31191 -0.37970 -0.54499  0.3125
O2 5.42664 -1.20430 -0.93980  -0.4629
C8 5.06599 -2.30184 -1.24077  -0.2180
H2 4.68391 -2.97390 -0.48918  0.1487
H3 4.39825 -2.76343 -2.16659  0.1430
H4 6.09279 -2.81816 -1.57538  0.1719
H5 2.76767 -1.87436 -0.61832  0.2606
C9 0.68575 -0.52449 0.55443  0.3940
N1 0.37062 -1.84824 0.22415  -0.2964
C10 -1.03717 -1.75546 0.58168  -0.2068
C11 -1.23600 -0.32999 0.90835  0.5626
N2 -2.50237 0.12292 1.61705  -0.4318
C12 -3.73518 -0.70890 1.40454  -0.2705
H6 -3.57348 -1.64945 1.87753  0.2554
C13 -4.42213 -0.47627 0.19972  -0.3800
H7 -5.55596 -0.59506 0.48491  0.2536
H8 -4.13410 -1.25329 -0.74246  0.1826
C14 -3.97643 0.77428 -0.53322  -0.3356
C15 -5.14189 0.94428 -1.52250  0.6626
O3 -5.90267 2.19078 -1.37671  -0.7534
N3 -5.24794 0.31782 -2.51725  -0.7245
H9 -4.51108 -0.46221 -2.68136  0.4021
H10 -5.88029 0.61478 -3.36329  0.4472
C16 -3.94207 1.80392 0.42551  -0.3742
H11 -4.80213 1.90783 1.15203  0.2257
C17 -2.72715 1.38271 1.42784  -0.2103
H12 -1.83506 1.92240 1.07219  0.2070
H13 -2.83904 2.07628 2.50553  0.1625
H14 -3.75384 2.81148 -0.08714  0.2425
H15 -3.11601 0.67299 -0.80334  0.1932
H16 -4.33143 -0.26399 2.31565  0.2131
O4 -0.34710 0.45673 1.01865  -0.3734
C18 -1.73349 -2.89181 0.45212  0.2486
N4 -2.64102 -3.64012 0.32347  -0.3046
H17 1.57028 1.94897 0.97891  0.2281
H18 3.90084 2.65934 0.64563  0.2228
H19 7.34853 2.70225 -0.36766  0.2007
H20 6.41855 2.76194 1.00272  0.1697


[2]
C37H41As2F2N3PRuS as an isolated structure in a non-equilibrium geometry. Source: OMol25; level of theory: ωB97M-V/def2-TZVPD.

## Properties
**Total charge**: +2
**HOMO (alpha / beta)**: -12.7393 / -12.8906 eV
**DFT total energy**: -7104.00299 Eh
**2S+1**: 2
**Frontier orbital gap (alpha / beta)**: 0.203 / 0.205 Ha
**ΔE to the lowest compared entry with this formula, charge and spin**: 341.2 kJ/mol
**LUMO (alpha / beta)**: -0.2653 / -0.2692 Eh

Last column: Löwdin spin population.
Element x y z (Å)
Ru1 -0.39983 0.98922 0.17277  -0.0001
C1 -0.82577 1.24740 4.30062  0.0014
As1 0.10065 1.23778 2.59251  0.0053
C2 1.39887 2.60774 3.04109  0.0029
C3 1.13051 -0.40762 2.65641  0.1077
C4 0.70105 -1.47224 3.53050  0.0535
C5 1.54151 -2.66705 3.59467  0.0412
C6 2.62362 -2.79961 2.79918  -0.0020
C7 2.86753 -1.79447 1.81857  0.0677
C8 2.10572 -0.65025 1.68878  -0.0031
As2 2.13850 0.58675 0.14120  -0.0007
C9 3.76872 1.54606 0.57526  -0.0013
C10 2.90161 -0.51266 -1.25866  0.0003
H1 -1.60656 0.49589 4.38315  0.0002
H2 -1.28433 2.23169 4.38959  -0.0002
H3 -0.10692 1.13173 5.11070  0.0002
H4 2.06773 2.27650 3.83288  0.0001
H5 0.83546 3.47564 3.38070  0.0002
H6 1.94754 2.89428 2.15528  0.0000
H7 0.51930 -1.09886 4.54361  0.0044
H8 1.25000 -3.45510 4.27976  0.0023
H9 3.25764 -3.67370 2.85105  -0.0012
H10 3.68335 -1.96585 1.12208  0.0032
H11 4.53348 0.79283 0.75642  0.0000
H12 3.67263 2.17514 1.45198  0.0000
H13 4.07141 2.14621 -0.28134  -0.0001
H14 3.74271 -1.09919 -0.89201  0.0000
H15 3.28036 0.16735 -2.02253  0.0001
H16 2.15105 -1.16101 -1.69538  0.0000
F1 0.90451 1.14356 -5.10967  0.0000
C11 -0.06036 1.15621 -4.17197  0.0001
C12 0.30209 1.03218 -2.84801  0.0003
C13 -0.67276 1.05278 -1.84617  0.0007
C14 -2.01462 1.23883 -2.23740  0.0003
C15 -2.31937 1.34968 -3.59314  0.0000
F2 -3.59361 1.51776 -3.98829  0.0000
C16 -1.36845 1.30575 -4.58963  0.0001
C17 -2.98433 1.33529 -1.13823  0.0001
C18 -4.36925 1.42767 -1.27197  0.0000
C19 -5.16645 1.49680 -0.14813  0.0000
C20 -4.57825 1.48722 1.10775  0.0000
C21 -3.20757 1.39004 1.17668  0.0004
N1 -2.42031 1.30386 0.09346  0.0001
H17 1.35221 0.92289 -2.62442  0.0001
H18 -1.64118 1.39556 -5.63137  0.0000
H19 -4.81555 1.43782 -2.25184  0.0000
H20 -6.24154 1.56438 -0.25212  0.0000
H21 -5.16417 1.56093 2.01257  0.0000
H22 -2.70037 1.39144 2.12997  0.0003
S1 -0.33975 3.47492 0.01940  -0.0005
C22 0.54445 3.82345 -1.41496  -0.0001
N2 1.87952 3.74769 -1.58001  0.0000
C23 2.29132 4.31968 -2.87617  0.0000
C24 0.94082 4.51737 -3.60223  0.0000
N3 -0.01550 4.23160 -2.53149  -0.0001
H23 2.45114 3.85709 -0.75794  0.0000
H24 2.94051 3.63112 -3.41052  0.0000
H25 2.82121 5.25921 -2.73108  0.0000
H26 0.81095 3.81786 -4.42612  0.0000
H27 0.80757 5.52975 -3.97533  0.0000
H28 -1.01677 4.30333 -2.61810  0.0000
C25 -2.53039 -1.69635 -0.46706  0.0097
P1 -0.84789 -1.34409 0.13185  0.0150
C26 0.15364 -2.31133 -1.04730  0.0030
C27 1.16775 -3.18381 -0.65097  0.0035
C28 1.92850 -3.86726 -1.59041  0.0006
C29 1.68301 -3.68662 -2.94377  -0.0001
C30 0.67293 -2.82504 -3.35129  0.0003
C31 -0.08963 -2.14445 -2.41207  0.0002
C32 -0.86867 -2.44176 1.62146  0.1845
C33 -1.10014 -3.77858 1.44735  0.0021
C34 -1.42069 -4.63726 2.51683  0.2448
C35 -1.63413 -4.10812 3.80756  0.0020
C36 -1.40307 -2.79483 4.04430  0.1738
C37 -0.86127 -1.89830 3.00079  0.0452
H29 -2.65648 -2.76936 -0.60662  -0.0005
H30 -2.69618 -1.19243 -1.41399  0.0016
H31 -3.26305 -1.34214 0.25969  0.0003
H32 1.36630 -3.34348 0.40039  0.0021
H33 2.70380 -4.54980 -1.26592  0.0000
H34 2.26496 -4.22711 -3.67862  0.0000
H35 0.47229 -2.68501 -4.40587  0.0000
H36 -0.86987 -1.47778 -2.75283  0.0001
H37 -1.07817 -4.19632 0.44755  -0.0026
H38 -1.57247 -5.69196 2.33246  0.0129
H39 -1.99694 -4.75008 4.59968  -0.0040
H40 -1.55018 -2.37560 5.03393  0.0072
H41 -1.39770 -0.94945 3.01049  0.0147


[3]
C4H5MgO as an isolated structure in a non-equilibrium geometry. Source: OMol25; level of theory: ωB97M-V/def2-TZVPD.

## Properties
**Total charge**: +1
**HOMO (alpha / beta)**: -11.5200 / -11.5263 eV
**DFT total energy**: -430.37435 Eh
**Frontier orbital gap (alpha / beta)**: 0.148 / 0.148 Ha
**ΔE to the lowest compared entry with this formula, charge and spin**: 0.0 kJ/mol
**LUMO (alpha / beta)**: -0.2752 / -0.2754 Eh

Last column: natural (NBO) charge in e.
Element x y z (Å)
H1 -0.36817 1.76769 -1.64056  0.1735
C1 0.98671 -1.69123 0.74920  -0.3067
C2 0.72852 -0.38767 0.55862  -0.2721
C3 0.34045 0.21758 -0.71029  -0.1952
C4 -0.74698 1.02905 -0.85616  0.0663
O1 -1.43866 1.54637 0.13286  -0.9955
Mg1 -3.23423 1.90078 0.31624  1.6669
H2 0.95650 -2.40400 -0.07993  0.2017
H3 0.74066 0.27912 1.42740  0.2150
H4 1.25937 -2.07670 1.73327  0.2143
H5 0.77582 -0.18098 -1.63065  0.2319